1.
# C32H77BN3O18P2S6

A 6-piece molecular cluster, C32H77BN3O18P2S6 overall (wB97M-V/def2-TZVPD, the OMol25 dataset).

Results
F_max = 3.9 eV/A
total energy = -160016.824 eV
charge = +1

Structure (XYZ):
```
139
Properties=species:S:1:pos:R:3:forces:R:3
C 6.125266 -1.348784 3.780399 -0.2 0.3 0.3
O 5.621289 -1.287877 5.068770 0.1 -0.2 0.8
C 4.518657 -0.418961 5.213215 0.8 -0.1 -0.3
C 3.222626 -1.103260 4.928699 0.2 0.4 -0.2
C 2.258939 -0.318550 4.071640 0.4 -0.2 0.5
C 1.495963 -1.169002 3.120321 0.2 0.5 -0.1
C 2.194826 -1.476194 1.819963 0.0 -0.1 0.4
C 1.196493 -1.574429 0.712897 0.3 0.1 -0.2
C 0.809248 -0.280849 0.047877 0.6 -0.3 0.4
C 1.504364 -0.031824 -1.260751 -0.6 0.5 0.4
C 2.954580 -0.007919 -1.231923 -2.3 -2.4 -1.4
C 3.709065 0.834346 -0.627579 2.2 2.7 1.8
C 3.245664 1.956012 0.174218 0.8 1.0 0.1
C 3.903153 3.312500 -0.093233 0.0 -0.6 0.8
C 4.686186 3.874312 1.078099 0.4 0.6 -0.6
N 5.715720 4.824442 0.689065 -0.1 -0.1 0.3
N 5.011490 0.472209 -0.884790 1.2 1.0 1.2
P 6.491857 1.237014 -0.360459 0.7 1.0 -1.0
S 7.315939 2.408281 -1.616511 0.0 0.0 0.0
C 5.021858 -0.608042 -1.635746 1.0 -0.9 -0.6
B 6.254986 -1.459890 -2.205753 -0.1 1.4 -0.1
C 7.463966 -0.881049 -2.937387 -0.6 0.0 0.0
O 6.197164 -2.762072 -2.011341 0.8 -1.4 0.6
N 3.757642 -0.911893 -1.862117 -0.1 -2.0 -0.9
P 3.050813 -2.255663 -2.814835 -2.0 1.2 -0.5
C 3.941686 -2.060095 -4.364660 0.4 -0.2 0.8
O 3.678627 -3.540123 -2.126890 0.4 -0.9 0.8
H 6.840230 -0.565608 3.613009 0.6 0.7 -0.2
H 5.343278 -1.270506 3.051969 -0.7 0.0 -0.7
H 6.611046 -2.280681 3.657888 0.6 -1.0 -0.2
H 4.651719 0.434883 4.574076 0.1 0.7 -0.5
H 4.562536 -0.064390 6.210084 0.0 0.4 1.1
H 3.468785 -2.050485 4.503690 0.1 -0.8 -0.5
H 2.785579 -1.293458 5.873074 -0.7 -0.6 0.9
H 2.785107 0.467130 3.568503 0.4 0.6 -0.6
H 1.575031 0.163150 4.721364 -0.8 0.7 0.7
H 0.564881 -0.688068 2.925872 -0.9 0.4 -0.3
H 1.273026 -2.077089 3.626588 -0.5 -1.0 0.4
H 2.967299 -0.755009 1.640801 0.5 0.7 -0.3
H 2.691778 -2.411152 1.916575 0.6 -0.9 0.1
H 1.527871 -2.281210 -0.015997 0.2 -0.6 -0.8
H 0.329498 -1.995936 1.160961 -0.9 -0.6 0.2
H 0.942134 0.532346 0.722495 0.1 0.7 0.7
H -0.214489 -0.334756 -0.167399 -1.6 0.2 -0.4
H 1.195642 0.912142 -1.655661 -0.5 0.7 -0.5
H 1.158434 -0.792322 -1.895550 -0.4 -0.8 -1.2
H 2.220797 2.027713 -0.061388 -1.3 0.2 0.0
H 3.307315 1.729688 1.217969 0.0 -0.2 0.9
H 4.499606 3.300049 -0.975996 0.5 0.0 -0.8
H 3.115430 4.003746 -0.218177 -0.9 0.8 -0.7
H 5.081724 3.097367 1.691846 0.5 -0.6 0.6
H 3.984890 4.393420 1.683703 -0.7 0.4 0.9
H 5.633729 5.057495 -0.282049 0.1 0.2 -0.4
H 6.642789 4.477067 0.856223 0.3 0.1 0.0
H 7.235845 0.115971 -0.037372 0.0 -0.5 0.3
H 6.139084 1.838021 0.831677 -0.4 -0.3 0.4
H 7.304968 0.032523 -3.449694 -0.1 0.9 -0.5
H 8.224163 -0.716404 -2.202894 0.7 0.3 0.6
H 7.851653 -1.628129 -3.584112 0.4 -0.7 -0.7
H 5.771852 -3.007524 -1.190948 -0.7 -0.5 0.0
H 4.272665 -1.060090 -4.481285 0.3 1.1 -0.2
H 3.238155 -2.265504 -5.121872 -0.7 -0.3 -1.1
H 4.788636 -2.703729 -4.448060 0.7 -0.6 -0.1
H 3.944309 -4.187907 -2.781739 0.4 -0.4 0.0
O -2.343401 -0.546874 -1.752307 0.4 0.2 0.0
S -3.275011 -1.133543 -2.672085 -0.1 -0.4 0.1
O -3.596048 -0.441317 -3.874988 0.1 0.3 -0.3
O -4.575621 -1.498429 -1.888802 -0.4 -0.1 0.2
C -5.205995 -0.450695 -1.091339 -0.3 0.4 0.3
C -5.978653 0.541906 -1.927173 0.1 -0.2 -0.4
C -2.789327 -2.775236 -3.061915 0.1 -0.1 0.0
H -4.445245 0.040249 -0.482797 0.1 -0.1 -0.1
H -5.875187 -0.972128 -0.412199 0.0 -0.3 -0.1
H -5.315577 1.130520 -2.558843 0.0 0.0 0.0
H -6.522214 1.222883 -1.280410 0.0 0.0 0.1
H -6.681863 0.031284 -2.584056 0.0 -0.1 0.0
H -2.570860 -3.306119 -2.140297 0.0 0.0 0.0
H -1.901235 -2.707001 -3.684939 0.0 0.0 0.0
H -3.598211 -3.252046 -3.607971 0.0 0.0 0.0
O -6.885194 -5.508427 1.571301 0.1 -0.2 0.3
S -7.243303 -4.481369 0.648146 0.0 0.0 -0.5
O -7.498832 -3.158749 1.113675 0.0 0.3 0.3
O -8.475237 -4.978042 -0.213079 -0.3 -0.2 -0.1
C -9.652398 -5.459862 0.489060 -0.3 0.0 0.2
C -10.489041 -4.332953 1.055184 0.2 0.2 0.0
C -6.094399 -4.413234 -0.671115 0.2 0.1 -0.1
H -9.349605 -6.167577 1.260333 0.2 0.0 0.0
H -10.221468 -6.009674 -0.256874 0.1 0.0 -0.2
H -9.966929 -3.816754 1.858085 0.0 0.0 0.0
H -11.421737 -4.730736 1.453028 0.0 -0.1 0.0
H -10.712792 -3.601075 0.280653 -0.1 0.0 -0.1
H -5.927449 -5.415755 -1.053697 0.0 0.0 0.0
H -5.172894 -4.001177 -0.266514 0.0 0.0 0.1
H -6.491835 -3.761922 -1.445431 0.0 0.0 0.0
O 9.210614 4.700196 2.232251 0.0 0.1 -0.4
S 8.453197 4.679273 3.443974 0.1 -0.3 0.3
O 7.278843 5.473527 3.567542 -0.3 0.2 -0.1
O 9.413987 4.948754 4.652887 0.3 0.2 0.3
C 10.250150 6.139727 4.602765 0.2 0.4 0.0
C 9.483012 7.406517 4.916514 -0.2 -0.1 -0.1
C 8.062627 3.015855 3.855351 0.0 -0.2 0.0
H 10.739699 6.195730 3.631272 -0.1 -0.1 -0.1
H 11.021406 5.966581 5.346962 0.0 -0.2 0.1
H 8.757269 7.635865 4.138834 0.0 0.0 0.0
H 10.174481 8.243686 4.996482 0.1 0.0 0.0
H 8.939397 7.302675 5.853921 0.0 0.0 0.1
H 8.963980 2.413137 3.796031 0.0 0.0 0.0
H 7.325804 2.678072 3.130600 -0.1 0.0 0.0
H 7.643383 2.990983 4.856376 0.0 0.0 0.0
O -5.784494 3.222647 -0.212393 -0.3 -0.2 0.2
S -4.411360 3.563112 -0.021971 0.4 0.2 -0.5
O -3.686010 3.054830 1.097149 0.0 -0.3 0.3
O -4.267939 5.129808 -0.075616 0.0 0.4 0.1
C -5.116496 5.914896 0.803925 -0.2 0.3 0.3
C -4.637373 5.910140 2.240571 0.1 -0.2 -0.1
C -3.503019 3.215316 -1.485168 0.0 0.0 -0.1
H -6.144301 5.562819 0.722693 0.0 -0.1 -0.1
H -5.083242 6.920526 0.395381 0.1 0.0 -0.2
H -4.737455 4.924258 2.689891 0.0 0.0 0.0
H -5.225592 6.614461 2.826870 0.0 0.1 0.0
H -3.586956 6.191747 2.294376 0.0 0.1 0.0
H -4.033668 3.631052 -2.335994 0.0 0.0 0.0
H -3.429308 2.133534 -1.571443 0.0 0.0 0.0
H -2.513831 3.651781 -1.388630 0.0 0.0 0.0
O -9.882489 -3.390302 -2.993825 -0.1 0.3 0.3
S -8.930375 -4.215538 -3.660943 0.0 -0.5 -0.3
O -7.540051 -3.875822 -3.614186 0.2 0.1 0.2
O -9.361224 -4.391043 -5.166553 -0.1 0.2 -0.4
C -9.627759 -3.189324 -5.935324 0.0 0.3 -0.2
C -8.363557 -2.476842 -6.370340 0.1 -0.1 0.2
C -9.133425 -5.898656 -3.218109 0.0 -0.1 0.0
H -10.281612 -2.531945 -5.362938 0.0 -0.1 0.1
H -10.186976 -3.532361 -6.800757 0.0 -0.2 0.0
H -7.829949 -2.058140 -5.519277 0.0 0.0 0.0
H -8.614266 -1.663860 -7.050231 -0.1 0.0 0.0
H -7.689617 -3.167825 -6.874327 0.0 0.0 -0.1
H -10.185108 -6.154998 -3.303419 0.0 0.0 0.0
H -8.789992 -6.001587 -2.197655 0.1 0.0 0.2
H -8.527908 -6.504800 -3.885516 0.0 0.0 0.0
```
Positions in Å, forces in eV/Å.

***

2.
# C9H8ClNO3

C9H8ClNO3 as an isolated structure (wB97M-V/def2-TZVPD, the OMol25 dataset).

Results
F_max = 4.6 eV/A
total energy = -29609.948 eV
relative energy (zero: lowest compared OMol25 entry of this formula, charge and spin) = 5.430 eV
charge = 0

Structure (XYZ):
```
22
Properties=species:S:1:pos:R:3:forces:R:3
C -2.466240 1.264721 -1.120664 2.9 0.2 2.1
C -1.378623 1.281341 -0.549278 -1.0 -0.1 -1.4
C 2.274728 1.136300 -1.081947 0.9 1.7 -2.7
C 1.022831 1.630427 -1.156607 1.8 -0.1 1.5
C 1.906594 -0.817077 0.275821 0.2 0.7 -0.6
C 2.765703 0.128497 -0.175219 -1.8 -2.0 0.9
C 0.455096 -0.723162 -0.078777 -0.5 2.2 0.4
C 0.037493 1.191813 -0.128142 -1.7 -3.6 -2.3
C -0.408073 -1.459728 0.979180 -1.5 1.6 -1.1
N 0.252897 1.447052 1.245130 -2.9 0.7 -0.8
O 1.342338 1.755470 1.535519 3.0 0.9 2.2
O -0.730888 1.303138 1.967347 0.4 -0.1 0.8
O -1.808822 -1.237407 0.821860 -0.6 2.0 0.5
Cl 4.352266 0.101132 0.423463 0.8 0.4 -0.2
H -3.502673 1.242916 -1.283388 -0.6 0.0 -0.5
H 2.983964 1.541564 -1.887121 -0.8 -0.6 1.5
H 0.901226 2.498639 -1.785410 -0.6 -0.1 -0.2
H 2.250023 -1.582061 0.984946 -0.3 0.3 -0.3
H 0.184097 -0.781866 -1.155606 0.1 -0.7 0.8
H -0.158838 -1.157804 2.004136 0.6 -0.4 -0.2
H -0.352740 -2.509180 0.757502 0.7 -0.7 0.4
H -2.064181 -0.281349 1.090735 1.0 -2.3 -0.6
```
Positions in Å, forces in eV/Å.

***

3.
# C2H20O16Y

C2H20O16Y as an isolated structure (wB97M-V/def2-TZVPD, the OMol25 dataset).

Results
F_max = 6.7 eV/A
total energy = -36207.436 eV
charge = -1

Structure (XYZ):
```
39
Properties=species:S:1:pos:R:3:forces:R:3
Y -1.029000 -0.877923 1.485128 0.0 -0.3 1.2
C 0.044000 0.123077 -0.682872 -1.2 4.2 3.3
O 0.567000 0.167077 0.574128 0.3 -0.8 -2.6
O -0.935000 -0.726923 -0.797872 0.9 -0.8 -0.4
O 0.099000 1.206077 -1.334872 0.4 -3.1 0.0
C -0.657000 -1.036923 4.061128 -6.6 1.4 0.2
O -1.416000 -1.860923 3.282128 0.9 -2.3 -0.9
O -0.120000 -0.121923 3.345128 2.6 1.0 -1.0
O -1.169000 -0.864923 5.148128 2.2 -0.2 2.6
O 0.975000 -2.212923 1.763128 0.5 -1.5 0.9
H 1.477000 -2.361923 0.963128 0.6 0.3 -0.2
H 1.411000 -2.769923 2.466128 -0.9 1.1 -1.0
O -0.475000 0.008077 -4.033872 0.6 -2.9 -1.5
H -0.475000 0.118077 -3.114872 -0.1 0.6 1.7
H -0.690000 0.818077 -4.415872 -0.4 2.2 -0.6
O 1.471000 2.120077 2.878128 -0.3 0.7 0.1
H 2.259000 1.748077 3.245128 1.1 -0.1 0.1
H 0.852000 1.430077 3.113128 -0.8 -0.6 0.1
O 2.108000 2.336077 0.184128 0.4 0.6 -1.0
H 1.797000 2.386077 1.074128 0.2 0.2 1.6
H 1.333000 1.919077 -0.191872 0.1 0.1 -0.8
O 3.196000 -0.217923 0.978128 -0.1 -0.9 1.2
H 2.242000 -0.063923 0.836128 0.4 0.4 -0.1
H 3.597000 -0.317923 0.130128 0.3 0.2 -0.9
O -0.460000 -2.551923 -2.583872 0.1 -1.5 0.7
H -0.775000 -1.869923 -1.941872 0.2 -0.7 -0.4
H -0.390000 -3.422923 -2.111872 -0.2 1.4 -0.6
O -1.615000 -3.008923 0.727128 -0.7 -1.6 -0.1
H -1.982000 -3.739923 1.249128 -0.3 0.7 0.6
H -1.009000 -3.529923 0.203128 0.6 0.4 -0.8
O -2.670000 0.683077 -2.116872 -1.0 -0.2 0.0
H -1.917000 0.290077 -1.659872 0.0 0.0 -0.4
H -3.390000 0.244077 -1.646872 -0.2 0.2 -0.3
O -1.805000 2.994077 -0.877872 -0.2 0.2 -0.8
H -1.169000 2.298077 -1.132872 -0.3 0.4 0.1
H -1.780000 3.042077 0.062128 0.3 0.2 1.1
O 1.075000 2.434077 -3.283872 0.7 0.0 -1.3
H 0.689000 1.867077 -2.598872 0.1 0.7 -0.2
H 0.736000 3.325077 -3.241872 -0.3 0.0 0.5
```
Positions in Å, forces in eV/Å.

***

4.
# C19H17FN6O2S

The molecule C19H17FN6O2S (wB97M-V/def2-TZVPD, the OMol25 dataset).

Results
structure (SMILES) = CCOC(=O)CSc1nnc(Cn2nnc3ccccc32)n1-c1ccc(F)cc1
F_max = 1.3 eV/A
total energy = -46566.711 eV
relative energy (zero: lowest compared OMol25 entry of this formula, charge and spin) = 0.000 eV
charge = 0

Structure (XYZ):
```
46
Properties=species:S:1:pos:R:3:forces:R:3
C -3.039974 -1.880547 -0.320799 0.3 -0.2 0.2
C -2.353000 -2.647466 0.797969 -0.4 0.5 0.2
H -3.025973 -3.381440 1.247402 0.1 0.1 0.0
H -1.981072 -1.962756 1.565896 -0.1 -0.2 -0.1
O -1.249147 -3.397033 0.271292 -0.1 -0.4 -0.2
C -0.031447 -2.935807 0.469740 0.2 -0.2 0.1
O 0.261803 -1.990273 1.157387 -0.1 0.1 0.2
C 0.983838 -3.770027 -0.295768 0.1 0.4 -0.2
H 1.429186 -4.524982 0.351696 0.0 0.0 0.0
H 0.515799 -4.234354 -1.161375 0.0 0.0 0.1
S 2.340751 -2.680501 -0.828623 0.2 -0.4 0.0
C 1.312788 -1.400892 -1.406102 0.3 0.0 -0.1
N 0.162200 -1.572165 -1.993410 0.5 -0.9 0.1
N -0.368895 -0.362272 -2.204037 -0.5 1.1 -0.3
C 0.460999 0.538687 -1.764785 0.1 -0.2 0.0
N 1.571127 -0.068279 -1.230110 -0.7 -0.4 -0.4
C 2.661238 0.515171 -0.556040 0.5 0.3 0.3
C 2.908435 0.155377 0.764795 0.0 0.1 -0.1
C 3.967126 0.730769 1.440213 0.2 0.1 -0.1
C 4.756257 1.658600 0.781790 -0.1 0.0 -0.1
C 4.518445 2.028649 -0.530625 0.1 0.1 0.2
C 3.460028 1.448985 -1.205125 -0.1 -0.2 0.2
H 3.259100 1.709638 -2.233382 0.0 0.0 -0.1
H 5.156536 2.753888 -1.009179 0.1 0.1 0.0
F 5.785610 2.222140 1.438044 -0.1 0.0 0.0
H 4.182991 0.471565 2.463968 0.0 0.0 0.1
H 2.269733 -0.566346 1.251596 -0.1 -0.1 0.0
C 0.191683 2.003683 -1.728362 0.1 0.2 -0.2
N -1.112435 2.232405 -1.173643 -0.3 -0.2 0.8
C -1.623176 1.773100 0.003408 -0.9 0.4 0.0
C -1.108156 1.053005 1.074264 0.2 -0.1 0.0
C -1.976138 0.791357 2.109459 0.2 0.0 0.0
C -3.309564 1.226242 2.091915 -0.2 0.0 0.1
C -3.825304 1.947565 1.041510 0.1 0.0 -0.1
C -2.965038 2.227463 -0.019616 1.1 -0.5 0.3
N -3.144767 2.909768 -1.187322 -0.8 0.3 0.0
N -2.064572 2.895209 -1.843425 0.5 0.3 -1.0
H -4.846722 2.290665 1.024440 -0.1 0.0 0.0
H -3.940886 0.987103 2.934951 -0.1 0.0 0.1
H -1.619159 0.237503 2.964928 0.0 -0.1 0.1
H -0.087311 0.706137 1.097959 0.1 -0.1 0.0
H 0.178590 2.425562 -2.737894 0.0 0.0 0.2
H 0.958849 2.508798 -1.128009 -0.1 0.0 -0.1
H -3.836380 -1.268923 0.093270 -0.1 0.1 0.1
H -3.455699 -2.569542 -1.050156 -0.1 0.0 -0.1
H -2.328282 -1.235410 -0.830113 0.0 0.1 0.0
```
Positions in Å, forces in eV/Å.

***

5.
# C4H6N2O

The molecule C4H6N2O (wB97M-V/def2-TZVPD, the OMol25 dataset).

Results
structure (SMILES) = [H]/N=C1\C=CN[C@@H]1O
F_max = 0.7 eV/A
total energy = -9271.971 eV
relative energy (zero: lowest compared OMol25 entry of this formula, charge and spin) = 1.531 eV
charge = 0

Structure (XYZ):
```
13
Properties=species:S:1:pos:R:3:forces:R:3
N -1.915401 0.651898 -0.407008 0.1 0.4 -0.1
C -0.667396 0.516436 -0.188406 -0.2 0.0 0.4
C -0.294654 -0.831422 0.395136 0.3 0.0 0.1
O -0.816811 -1.927377 -0.278344 -0.1 0.1 -0.1
N 1.153788 -0.824020 0.446014 0.0 0.1 -0.1
C 1.578360 0.423852 0.089751 -0.1 0.1 0.0
C 0.565311 1.292097 -0.188936 0.0 0.0 -0.1
H -2.203683 1.602524 -0.611998 0.1 0.1 -0.3
H -0.706765 -0.718128 1.403794 0.2 -0.6 0.3
H -1.664157 -1.594679 -0.624232 0.0 -0.2 0.0
H 1.705735 -1.658981 0.322972 -0.2 0.2 0.0
H 2.645226 0.633600 0.077926 -0.2 0.0 0.0
H 0.667028 2.345345 -0.405846 0.1 -0.1 -0.1
```
Positions in Å, forces in eV/Å.